Computed, not measured: the ion C5H12NO2 with charge -1, with ωB97M-V/def2-TZVPD.

## Properties
Charge   -1
SMILES   [O-]CCNCCCO
Energy relative to the best compared isomer or geometry (same formula, charge and spin)   437.2 kJ/mol
Highest occupied orbital energy   -2.29 eV
Gap between HOMO and LUMO   6.03 eV
Spin multiplicity   1

Atoms and positions in Å:
1 O 1.85661 1.14792 -1.92579
2 C 0.93912 0.41377 -2.55367
3 C 0.12600 -0.69655 -1.73318
4 N -0.71121 -0.13791 -0.56624
5 C 0.28391 0.41023 0.25662
6 C -0.30173 0.70191 1.69140
7 C -1.15195 -0.38730 2.25578
8 O -0.46885 -1.53941 2.40237
9 H 1.51601 -0.34191 -3.20182
10 H 0.22827 0.98733 -3.19594
11 H -0.61408 -1.26385 -2.33141
12 H 0.93117 -1.35328 -1.32407
13 H -1.33038 0.64168 -0.84737
14 H 0.71394 1.33600 -0.05942
15 H 1.26501 -0.22037 0.35821
16 H 0.51708 0.78064 2.43915
17 H -0.57039 1.71859 1.72469
18 H -1.99888 -0.63230 1.66990
19 H -1.52576 -0.10152 3.24990
20 H 0.29612 -1.46365 1.69088


Computed, not measured: a structure of composition C3H3DyLiO2, with ωB97M-V/def2-TZVPD.

## Properties
Charge   +3
<S²>   9.6833
Energy relative to the best compared isomer or geometry (same formula, charge and spin)   139.3 kJ/mol
Highest occupied orbital energy (alpha / beta)   -24.58 / -21.84 eV
Gap between HOMO and LUMO (alpha / beta)   9.59 / 6.08 eV
Spin multiplicity   6

Atoms and positions in Å:
1 O -0.67300 -1.73513 0.88941
2 C -0.97697 -0.65677 0.53478
3 C -1.40702 0.14532 -0.64029
4 H -1.51033 1.18290 -0.32404
5 H -0.66633 0.12603 -1.44138
6 H -2.32171 -0.26142 -1.06047
7 O 2.46738 1.13251 -0.28223
8 C 2.88094 1.31265 -1.31912
9 Dy 1.17883 0.79183 1.86973
10 Li 1.02821 -2.03790 1.77360


Computed, not measured: an isolated molecule of C3H3NOS2, with ωB97M-V/def2-TZVPD.

## Properties
SMILES   C=NSC(=O)C=S
Energy relative to the best compared isomer or geometry (same formula, charge and spin)   250.0 kJ/mol
Highest occupied orbital energy   -8.98 eV
Gap between HOMO and LUMO   7.74 eV
Spin multiplicity   1

Atoms and positions in Å:
1 C 1.47651 -2.34820 1.39933
2 N 0.93848 -1.35891 0.85683
3 S -0.66175 -0.99940 1.07657
4 C -0.57868 0.55090 0.28197
5 O -1.35075 1.38953 0.59241
6 C 0.30710 0.62067 -0.97531
7 S 0.18888 1.70495 -2.14888
8 H 0.95318 -3.11225 2.08202
9 H 2.55104 -2.57904 1.21264
10 H 1.06868 -0.14150 -1.11056


Computed, not measured: the ion C3H7OS with charge -1, with ωB97M-V/def2-TZVPD.

## Properties
Charge   -1
SMILES   [O-]CCCS
Energy relative to the best compared isomer or geometry (same formula, charge and spin)   163.5 kJ/mol
Highest occupied orbital energy   -2.39 eV
Gap between HOMO and LUMO   5.72 eV
Spin multiplicity   1

Atoms and positions in Å:
1 O -0.10151 0.55389 -2.14532
2 C -0.66031 0.93998 -1.01771
3 C -0.77507 -0.12037 0.14123
4 C 0.60973 -0.26441 0.71073
5 S 1.11978 -1.89189 1.45553
6 H -0.06924 1.77822 -0.51267
7 H -1.67612 1.44356 -1.04743
8 H -1.13941 -1.07538 -0.23561
9 H -1.48921 0.29027 0.84578
10 H 1.33488 -0.08158 -0.08407
11 H 0.84088 0.54058 1.41064
12 H 2.00560 -2.11287 0.47889


Computed, not measured: a cluster of 3 separate species, C26H40O5P2 in total, with ωB97M-V/def2-TZVPD.

## Properties
SMILES   CCP(C)c1c(P(C)O)ccc2c1C(=O)C=C(CC(C)C)C2=O.C1CCOC1.C1CCOC1
Highest occupied orbital energy   -7.99 eV
Gap between HOMO and LUMO   7.41 eV
Spin multiplicity   1

Atoms and positions in Å:
1 C 0.13784 2.94318 -1.03702
2 C -0.91534 2.25917 -0.08979
3 P -1.89282 0.80007 -0.74376
4 C -2.07717 0.86202 -2.62999
5 C -0.92317 -0.79691 -0.40516
6 C -1.54888 -1.88091 0.40834
7 P -3.27817 -1.78153 1.15699
8 C -2.96495 -0.86679 2.78509
9 O -4.33959 -0.90561 0.16567
10 C -0.84103 -3.13181 0.72897
11 C 0.53515 -3.35538 0.26773
12 C 1.14753 -2.29091 -0.50496
13 C 0.44246 -1.03602 -0.86728
14 C 1.26062 -0.04599 -1.73143
15 O 0.90601 0.52047 -2.73685
16 C 2.75527 0.11592 -1.25953
17 C 3.39673 -1.03501 -0.91695
18 C 4.86081 -1.09604 -0.38926
19 C 4.95604 -1.15174 1.19186
20 C 4.41672 0.15964 1.89001
21 C 4.14910 -2.35705 1.82151
22 C 2.63782 -2.41320 -0.99384
23 O 3.13906 -3.43670 -1.38303
24 H 0.22775 4.02599 -0.71875
25 H -0.10044 2.96617 -2.12342
26 H 1.14994 2.50509 -0.80664
27 H -1.64039 3.05432 0.24629
28 H -0.37435 1.92451 0.84094
29 H -1.83900 -0.15488 -3.05151
30 H -3.15528 1.09587 -2.85696
31 H -1.41328 1.60973 -3.12164
32 H -2.49930 0.14332 2.63860
33 H -3.89070 -0.76636 3.40405
34 H -2.23286 -1.46692 3.39908
35 H -4.51114 -0.06180 0.63286
36 H -1.31305 -3.92642 1.35433
37 H 1.13661 -4.26329 0.48550
38 H 3.26147 1.10886 -1.17877
39 H 5.46054 -1.91291 -0.87464
40 H 5.36353 -0.13145 -0.69720
41 H 6.03512 -1.28488 1.46282
42 H 4.97562 1.08533 1.61522
43 H 4.56136 0.01433 3.00105
44 H 3.30399 0.24592 1.73929
45 H 3.05529 -2.06871 1.74375
46 H 4.35048 -2.52959 2.90472
47 H 4.24722 -3.28636 1.19081
48 C 5.66829 4.92534 -0.05515
49 C 4.33210 5.61565 -0.25526
50 C 3.46819 4.48170 -0.77624
51 O 3.97521 3.27267 -0.19315
52 C 5.24216 3.54810 0.42022
53 H 6.32484 5.43444 0.65075
54 H 6.19170 4.84511 -1.01238
55 H 3.94793 5.96669 0.70702
56 H 4.37396 6.46620 -0.93585
57 H 3.54828 4.38840 -1.86452
58 H 2.41669 4.60182 -0.51485
59 H 5.10094 3.52920 1.50635
60 H 5.95812 2.76966 0.14891
61 C -7.01475 -2.55877 -0.98434
62 C -8.21590 -1.95590 -0.28219
63 C -8.97620 -3.19681 0.15871
64 O -7.99782 -4.21887 0.39155
65 C -6.73854 -3.78119 -0.13782
66 H -6.15997 -1.88741 -1.04964
67 H -7.29153 -2.86081 -1.99946
68 H -7.88749 -1.38817 0.59395
69 H -8.80892 -1.29379 -0.91417
70 H -9.65247 -3.55014 -0.62742
71 H -9.55711 -3.03194 1.06852
72 H -6.08675 -3.53428 0.70700
73 H -6.28012 -4.59163 -0.70761


Computed, not measured: a structure of composition C9H27CoN4O4, with ωB97M-V/def2-TZVPD.

## Properties
Charge   +1
<S²>   3.7558
Energy relative to the best compared isomer or geometry (same formula, charge and spin)   0.0 kJ/mol
Highest occupied orbital energy (alpha / beta)   -11.69 / -11.97 eV
Gap between HOMO and LUMO (alpha / beta)   9.40 / 9.68 eV
Spin multiplicity   4

Atoms and positions in Å:
1 Co -30.17087 9.27483 -22.75501
2 O -31.34069 10.36830 -21.61472
3 H -32.20779 10.66096 -21.91056
4 C -26.31873 9.09654 -24.85657
5 C -27.47478 9.46183 -23.95201
6 C -28.12541 10.78824 -24.27462
7 O -29.11931 11.05814 -23.30519
8 C -28.92733 12.27819 -22.56382
9 N -28.55840 8.41678 -23.99393
10 H -26.69260 8.65126 -25.78162
11 H -25.69954 8.35488 -24.35516
12 H -25.71029 9.94834 -25.16075
13 H -27.20241 9.42828 -22.89657
14 H -28.59572 10.74157 -25.26284
15 H -27.35963 11.56598 -24.27241
16 H -27.88413 12.37110 -22.25832
17 H -29.62101 12.25001 -21.73393
18 H -29.16433 13.13175 -23.20545
19 H -28.88553 8.26095 -24.94209
20 H -28.17185 7.54797 -23.64105
21 C -33.66360 8.02425 -25.16049
22 C -32.68320 8.28797 -24.01329
23 C -31.99986 7.03359 -23.50155
24 O -31.22783 7.42676 -22.38796
25 C -31.10577 6.47077 -21.35648
26 N -31.59645 9.25587 -24.38533
27 H -33.18444 7.42662 -25.93833
28 H -33.94384 8.98360 -25.59907
29 H -34.56824 7.54503 -24.79621
30 H -33.21467 8.76135 -23.18765
31 H -31.38681 6.57535 -24.28656
32 H -32.77473 6.32096 -23.20155
33 H -30.59811 5.56138 -21.69781
34 H -32.09316 6.20656 -20.97159
35 H -30.49598 6.90075 -20.56782
36 H -31.24958 9.00037 -25.31278
37 H -32.03358 10.15807 -24.56999
38 C -28.76527 9.47070 -20.05917
39 O -28.84650 8.84005 -21.13587
40 N -27.70239 9.27086 -19.23011
41 N -29.75248 10.29833 -19.65474
42 H -26.91977 8.76316 -19.59848
43 H -27.57652 9.85553 -18.42373
44 H -30.55429 10.41470 -20.30694
45 H -29.55387 10.96772 -18.93236


Computed, not measured: a cluster of 11 separate species, H21O11 in total, with ωB97M-V/def2-TZVPD.

## Properties
Charge   -1
Energy relative to the best compared isomer or geometry (same formula, charge and spin)   230.1 kJ/mol
Highest occupied orbital energy   -5.73 eV
Gap between HOMO and LUMO   8.31 eV
Spin multiplicity   1

Atoms and positions in Å:
1 O -2.77885 2.69465 -2.25210
2 H -2.17394 3.29505 -1.78262
3 H -2.21247 1.91362 -2.22311
4 O 2.08698 -0.42606 -0.92617
5 H 2.36200 -1.14916 -1.49308
6 H 0.59544 0.31396 -1.15257
7 O 3.82286 1.62869 0.01834
8 H -0.68268 3.25432 1.59523
9 H -0.01593 2.24307 -0.71350
10 O -0.47219 0.17339 2.16817
11 H 0.02945 0.94800 2.40241
12 H -1.52676 -3.27131 1.33229
13 O -3.55609 -1.56579 -2.45953
14 H 0.55623 -1.26455 1.43354
15 H -0.89202 0.10357 1.31635
16 O -0.07084 3.19339 -0.50266
17 H 0.43579 3.13772 0.35794
18 H -0.20371 0.34673 -2.54580
19 O -0.33209 0.34628 -1.58093
20 H 3.42792 1.30895 -0.80947
21 O -0.62813 2.62598 2.35215
22 H 3.62160 0.74212 0.40402
23 H -1.30878 3.07758 2.86627
24 O 2.47285 -3.87387 0.84507
25 H 1.61562 -3.44767 0.69062
26 H 3.05904 -3.11505 0.71489
27 O 1.51759 -1.43705 1.36817
28 H -4.24545 -0.93101 -2.24962
29 H 1.78785 -1.13696 0.44301
30 O -2.10818 -4.03884 1.39698
31 H -2.77388 -1.00260 -2.55988
32 H -1.40924 -4.68717 1.54557


Computed, not measured: a structure of composition C8H16O4Tm, with ωB97M-V/def2-TZVPD.

## Properties
Charge   +2
<S²>   3.8029
Highest occupied orbital energy (alpha / beta)   -15.00 / -17.31 eV
Gap between HOMO and LUMO (alpha / beta)   7.31 / 9.53 eV
Spin multiplicity   4

Atoms and positions in Å:
1 C 1.01675 -2.49338 -0.19903
2 C -0.37598 -2.51521 -0.27007
3 O -1.06874 -1.35618 0.01719
4 C -2.33832 -1.17361 -0.63124
5 C -2.98858 0.03781 -0.01183
6 O -2.01483 1.08301 0.02098
7 C -2.55441 2.37538 0.29653
8 H 1.40928 -2.02402 0.71398
9 H 1.49557 -3.41715 -0.53142
10 H -0.92787 -3.22091 -0.89260
11 H -2.96640 -2.05953 -0.47691
12 H -2.16203 -1.02383 -1.70510
13 H -3.33557 -0.16514 1.01173
14 H -3.84485 0.34633 -0.62671
15 H -1.71171 3.06613 0.40003
16 H -3.19335 2.68817 -0.53963
17 H -3.13647 2.34741 1.22798
18 O 1.54655 0.93303 1.58221
19 C 2.77599 0.84601 0.94254
20 C 2.63194 1.08456 -0.55660
21 O 1.54181 0.27147 -1.05531
22 C 1.86210 -0.98503 -1.57616
23 Tm -0.04874 0.52682 0.53722
24 H 3.22335 -0.15892 1.09258
25 H 3.50800 1.58360 1.32341
26 H 3.54308 0.84922 -1.12145
27 H 2.34732 2.12542 -0.76001
28 H 1.47890 -1.11666 -2.59078
29 H 2.90915 -1.26052 -1.42423